[1]
The following is a DFT calculation (ωB97M-V with the def2-TZVPD basis set) of a 4-piece molecular cluster, C31H64B2N2O11P overall in a non-equilibrium geometry.

Results
Total charge ... +1
Highest occupied orbital energy ... -11.1 eV
Spin multiplicity ... 1
Orbital gap ... 0.3227 Eh
LUMO ... -2.3300 eV

Cartesian coordinates (Å):
C 0.56 -1.06 -2.99
C -0.81 -1.43 -2.42
C -1.28 -0.66 -1.20
C -0.35 -0.62 0.02
B 0.36 -2.02 0.32
O 1.69 -2.12 0.59
C -0.51 -3.36 0.36
C 0.19 -4.54 -0.35
C 0.55 0.65 -0.28
C 2.06 0.64 -0.07
C 2.62 1.95 -0.52
N 3.37 2.72 0.16
C -0.18 1.86 0.36
B -0.78 2.92 -0.68
O -0.27 3.13 -1.93
O -1.89 3.66 -0.25
N -1.43 1.21 0.93
C -1.07 -0.19 1.37
C -2.46 -0.85 1.66
C -2.74 -1.45 3.05
C -2.86 -3.00 3.04
C -1.85 -3.69 3.91
O -2.07 -5.12 3.80
C -0.98 -5.85 4.21
C 0.21 -5.87 3.27
O -0.98 -6.46 5.27
P 0.17 0.17 2.76
C -0.72 1.25 3.98
C 0.64 -1.30 3.73
H 0.67 -1.52 -3.97
H 1.35 -1.50 -2.37
H 0.70 0.01 -3.08
H -0.88 -2.51 -2.30
H -1.54 -1.19 -3.19
H -1.52 0.35 -1.54
H -2.25 -1.10 -0.93
H 1.88 -2.85 1.18
H -0.55 -3.64 1.42
H -1.50 -3.23 -0.06
H -0.19 -5.48 0.04
H 1.26 -4.54 -0.15
H 0.02 -4.53 -1.42
H 0.46 0.91 -1.33
H 2.37 0.37 0.93
H 2.47 -0.12 -0.74
H 2.35 2.27 -1.52
H 3.55 2.28 1.06
H 0.40 2.48 1.05
H -0.94 2.96 -2.61
H -1.60 4.53 0.01
H -1.84 1.81 1.66
H -2.15 1.23 0.21
H -3.22 -0.09 1.47
H -2.67 -1.63 0.94
H -2.06 -1.10 3.82
H -3.72 -1.11 3.36
H -3.84 -3.27 3.41
H -2.79 -3.41 2.04
H -1.95 -3.45 4.97
H -0.85 -3.49 3.53
H 0.92 -6.62 3.58
H 0.67 -4.88 3.32
H -0.09 -6.02 2.24
H -0.31 2.25 3.99
H -0.68 0.80 4.97
H -1.78 1.28 3.73
H 1.44 -0.96 4.39
H -0.13 -1.70 4.38
H 1.05 -2.11 3.15
O 2.78 -2.81 5.56
C 3.63 -3.48 5.04
O 3.43 -3.91 3.78
C 4.44 -4.54 2.98
C 4.51 -6.03 3.22
C 4.87 -3.92 5.79
H 5.40 -4.05 3.12
H 4.14 -4.35 1.95
H 4.80 -6.25 4.25
H 5.24 -6.49 2.55
H 3.54 -6.49 3.05
H 4.64 -4.84 6.33
H 5.13 -3.14 6.50
H 5.74 -4.08 5.15
O -1.69 0.90 -4.26
C -2.35 1.78 -4.75
O -2.67 2.82 -3.98
C -3.29 4.02 -4.49
C -4.80 3.89 -4.51
C -2.86 1.70 -6.17
H -2.88 4.29 -5.45
H -3.00 4.81 -3.80
H -5.12 3.10 -5.18
H -5.25 4.83 -4.83
H -5.18 3.64 -3.52
H -3.81 1.16 -6.16
H -2.14 1.15 -6.76
H -3.00 2.67 -6.64
O -1.18 5.77 -5.19
C -0.22 6.29 -4.69
O -0.26 7.60 -4.44
C 0.74 8.30 -3.68
C 1.90 8.74 -4.55
C 1.06 5.52 -4.42
H 1.07 7.70 -2.83
H 0.24 9.17 -3.27
H 2.43 7.88 -4.99
H 2.62 9.32 -3.97
H 1.54 9.35 -5.38
H 1.67 5.53 -5.32
H 0.79 4.49 -4.18
H 1.64 5.90 -3.59

Mulliken population analysis, charges in e, atoms 1 to 8: number 1, C, carries -1.20; number 2, C, carries -1.11; number 3, C, carries -2.08; number 4, C, carries 1.15; number 5, B, carries 0.62; number 6, O, carries -0.89; number 7, C, carries 1.22; number 8, C, carries -1.84

[2]
The following is a DFT calculation (ωB97M-V with the def2-TZVPD basis set) of a 3-piece molecular cluster, C16H21N3PS overall in a non-equilibrium geometry.

Results
Total charge ... +1
Highest occupied orbital energy ... -9.9 eV
Spin multiplicity ... 1
Orbital gap ... 0.1900 Eh
LUMO ... -4.7293 eV

Cartesian coordinates (Å):
C 0.24 2.22 1.30
C 0.82 1.41 0.42
C 2.26 1.61 -0.04
C 3.17 1.97 1.10
C 3.13 1.32 2.33
C 3.97 1.69 3.37
C 4.86 2.74 3.17
P 6.00 3.22 4.52
S 7.56 2.09 4.46
N 4.89 3.33 1.97
C 4.10 2.99 0.95
H -0.63 1.89 1.85
H 0.65 3.20 1.48
H 0.24 0.61 -0.01
H 2.27 2.39 -0.80
H 2.64 0.70 -0.51
H 2.42 0.51 2.44
H 3.93 1.19 4.32
H 6.22 4.59 4.31
H 5.23 3.08 5.69
H 5.55 4.09 1.83
H 4.18 3.51 0.01
N -2.30 -1.92 -2.97
C -1.21 -1.41 -2.31
C -0.71 -0.39 -3.07
C -1.52 -0.28 -4.23
C -2.50 -1.23 -4.13
H -2.87 -2.68 -2.65
H -0.89 -1.82 -1.37
H 0.15 0.21 -2.83
H -1.41 0.43 -5.04
H -3.31 -1.48 -4.79
N -4.70 -4.47 -1.25
C -5.27 -4.24 -0.02
C -6.48 -3.63 -0.23
C -6.64 -3.49 -1.64
C -5.53 -4.02 -2.24
H -3.81 -4.91 -1.39
H -4.78 -4.53 0.89
H -7.17 -3.32 0.53
H -7.49 -3.05 -2.15
H -5.27 -4.11 -3.27

natural (NBO) population analysis, charges in e, atoms 1 to 8: number 1, C, carries -0.38; number 2, C, carries -0.19; number 3, C, carries -0.49; number 4, C, carries 0.00; number 5, C, carries -0.07; number 6, C, carries -0.21; number 7, C, carries -0.06; number 8, P, carries 0.82

[3]
The following is a DFT calculation (ωB97M-V with the def2-TZVPD basis set) of C23H25AuFN2OS as an isolated structure in a non-equilibrium geometry.

Results
Highest occupied orbital energy (alpha / beta) ... -5.3 / -7.7 eV
Spin multiplicity ... 4
Relative energy (zero: lowest compared OMol25 entry of this formula, charge and spin) ... 0.0 kcal/mol
Orbital gap (alpha / beta) ... 0.2164 / 0.1913 Eh
LUMO (alpha / beta) ... 0.5693 / -2.4691 eV

Cartesian coordinates (Å):
Au 0.25 0.34 -0.14
C 1.89 -1.77 -2.99
C 3.29 -2.04 -2.42
C 3.62 -3.54 -2.57
C 3.63 -1.58 -1.00
C 5.00 -1.42 -0.76
C 5.48 -1.01 0.46
C 4.60 -0.73 1.49
C 3.23 -0.87 1.31
C 2.30 -0.57 2.47
C 2.65 -1.39 3.71
C 2.32 0.93 2.79
C 2.75 -1.30 0.05
N 1.34 -1.43 -0.12
C 0.80 -2.65 0.05
C 1.55 -3.72 0.60
C 0.98 -4.96 0.81
C -0.35 -5.19 0.48
C -1.12 -4.18 -0.08
C -0.55 -2.95 -0.29
F -1.30 -2.03 -0.90
H 1.95 -1.79 -4.08
H 1.51 -0.80 -2.69
H 1.18 -2.54 -2.69
H 3.99 -1.50 -3.06
H 2.91 -4.14 -2.00
H 4.63 -3.76 -2.23
H 3.54 -3.83 -3.62
H 5.69 -1.61 -1.58
H 6.55 -0.90 0.61
H 4.98 -0.41 2.45
H 1.28 -0.84 2.18
H 3.66 -1.15 4.07
H 2.60 -2.46 3.51
H 1.95 -1.16 4.51
H 3.30 1.22 3.18
H 1.56 1.17 3.54
H 2.12 1.53 1.90
H 2.58 -3.54 0.87
H 1.58 -5.75 1.25
H -0.79 -6.16 0.66
H -2.15 -4.34 -0.36
O -1.06 0.15 1.79
N -1.11 1.35 2.29
C -1.46 1.44 3.65
C -2.12 2.52 4.12
C -2.47 3.60 3.27
C -2.10 3.53 1.92
C -1.41 2.45 1.42
S -0.77 2.43 -0.19
H -1.19 0.58 4.25
H -2.38 2.54 5.17
H -2.99 4.47 3.66
H -2.30 4.35 1.25

natural (NBO) population analysis, charges in e, atoms 1 to 8: number 1, Au, carries 0.60; number 2, C, carries -0.61; number 3, C, carries -0.24; number 4, C, carries -0.59; number 5, C, carries -0.04; number 6, C, carries -0.20; number 7, C, carries -0.20; number 8, C, carries -0.21

no.,E_tot (eV)
1,-69326.4885
2,-41518.7543
3,-46525.2625